w:
Here is a structure of composition C4H9NO3 from the Open Molecules 2025 dataset. Energies are from the ωB97M-V functional and the def2-TZVPD basis.

XYZ file:
```
17
C4H9NO3 | the Open Molecules 2025 dataset | the ωB97M-V functional and the def2-TZVPD basis
O 0.226 1.457 -0.087
C 0.032 0.270 -0.301
N 1.153 -0.507 -0.634
C 2.274 0.347 -1.023
O 1.981 1.154 -2.180
C -1.312 -0.382 0.022
C -1.483 -0.263 1.539
O -3.053 -0.707 1.937
H 0.997 -1.334 -1.194
H 2.474 0.857 -0.080
H 3.175 -0.145 -1.408
H 1.228 1.647 -1.740
H -2.125 0.226 -0.398
H -1.413 -1.392 -0.401
H -0.573 -0.654 2.035
H -1.401 0.696 2.035
H -2.180 -1.269 1.878
```


x:
Here is the molecule C4H9NO3 from the Open Molecules 2025 dataset. Energies are from the ωB97M-V functional and the def2-TZVPD basis.

XYZ file:
```
17
C4H9NO3 | the Open Molecules 2025 dataset | the ωB97M-V functional and the def2-TZVPD basis
C 0.144 0.450 1.696
C -0.324 1.410 0.509
C 0.687 -1.425 -1.996
C 0.973 -1.057 -0.565
N -1.718 1.295 0.149
O -0.179 -1.330 0.157
O -0.259 -0.878 1.501
O 2.035 -0.768 -0.092
H -1.929 0.353 -0.161
H -2.318 1.484 0.945
H 1.233 0.529 1.785
H -0.354 0.720 2.630
H -0.133 2.419 0.879
H 0.281 1.319 -0.397
H 1.579 -1.838 -2.450
H 0.397 -0.532 -2.541
H -0.116 -2.151 -2.049
```

Output
SMILES	CC(=O)OOCCN


Stability summary: most stable x, least stable w.